Entry 1:
69
Properties=species:S:1:pos:R:3:forces:R:3 method="wB97M-V/def2-TZVPD" total_energy_ev=-33547.1989 charge=+1 relative_energy_kcal_mol=28.62 smiles="CN(C)C[C@@H]1CCC[N@@H+]1[C@H](/C=C/c1ccc(N(C)C)cc1)c1ccc(N(C)C)cc1" homo_ev=-9.97
C 3.1344 -1.3288 -2.3250 -0.1 -0.1 -0.1
N 2.6565 -2.0370 -1.1425 -0.1 0.1 0.0
C 3.7546 -2.6208 -0.3773 -0.1 0.0 -0.3
C 1.5863 -2.9850 -1.4318 0.7 0.0 0.0
C 0.7189 -3.2170 -0.2054 -0.4 0.4 0.0
C -0.2618 -4.3673 -0.3193 0.0 -0.6 0.0
C -1.5036 -4.0002 0.5132 -0.4 -0.4 0.0
C -1.2724 -2.6102 1.0938 0.6 0.1 -0.1
N -0.1573 -1.9833 0.2319 0.6 -1.3 1.2
C -0.5216 -0.9680 -0.7942 -0.7 0.9 -1.4
C 0.1679 0.3409 -0.4455 1.2 0.1 0.2
C 1.4058 0.3504 0.1073 -0.6 0.0 -0.5
C 2.0984 1.4970 0.6712 0.4 1.1 0.2
C 3.5110 1.6096 0.6157 -0.7 -0.2 -0.1
C 4.1492 2.7305 1.1159 -0.3 0.7 0.5
C 3.4112 3.7381 1.7871 -0.7 -0.6 -0.3
N 4.0684 4.8203 2.3914 0.7 0.3 0.1
C 4.2645 6.0909 1.7244 -0.1 -0.2 -0.1
C 4.2402 4.8952 3.8286 -0.2 -0.2 -0.2
C 2.0055 3.6107 1.8652 0.7 0.1 -0.1
C 1.3633 2.5213 1.3023 0.2 -0.4 -0.2
C -2.0281 -0.7643 -0.9875 0.1 0.6 -0.3
C -2.7172 -1.3237 -2.0744 0.0 -0.2 0.4
C -4.1029 -1.1953 -2.1658 -0.6 0.7 0.3
C -4.8165 -0.3928 -1.2383 0.6 0.0 0.4
N -6.2093 -0.1969 -1.3652 -0.5 -0.8 -0.5
C -7.1078 -0.5880 -0.2923 0.4 0.1 0.1
C -6.7094 0.9414 -2.1175 0.4 0.0 0.1
C -4.1006 0.2403 -0.1977 0.2 0.0 -0.4
C -2.7118 0.1120 -0.1284 -0.3 -0.4 0.3
H 2.3374 -0.6801 -2.7201 0.2 -0.2 0.1
H 3.9919 -0.6989 -2.0493 -0.3 -0.2 -0.1
H 3.4427 -2.0407 -3.1116 0.1 0.3 0.1
H 3.3625 -3.1303 0.5121 0.3 0.1 -0.2
H 4.3237 -3.3434 -0.9902 0.0 0.1 0.2
H 4.4350 -1.8197 -0.0555 -0.2 -0.3 0.0
H 0.9983 -2.6494 -2.3043 0.3 -0.2 0.4
H 2.0434 -3.9528 -1.7160 -0.4 0.0 0.0
H 1.3791 -3.3770 0.6629 -0.3 0.1 -0.3
H -0.5061 -4.5979 -1.3669 0.0 0.2 0.3
H 0.2208 -5.2630 0.0967 -0.2 0.2 -0.3
H -2.4175 -4.0482 -0.0918 0.3 0.1 0.1
H -1.6253 -4.7147 1.3354 -0.1 0.2 -0.2
H -2.1461 -1.9568 1.0805 0.3 -0.2 0.1
H -0.8687 -2.6799 2.1182 -0.1 0.2 -0.5
H 0.4651 -1.4893 0.8783 -0.2 0.2 -0.1
H -0.1252 -1.3577 -1.7399 -0.2 0.2 0.2
H -0.3334 1.2641 -0.7607 0.1 -0.4 0.5
H 2.0255 -0.5539 0.0415 -0.5 0.0 0.3
H 4.1020 0.8099 0.1609 -0.2 0.2 0.0
H 5.2296 2.8646 1.0303 -0.3 -0.1 0.1
H 4.0834 5.9909 0.6496 0.1 0.1 0.2
H 3.5930 6.8614 2.1359 0.0 0.0 -0.2
H 5.2975 6.4259 1.8897 -0.2 0.1 -0.1
H 4.0755 3.9106 4.2762 0.1 0.2 0.0
H 5.2629 5.2258 4.0544 -0.1 -0.1 0.1
H 3.5458 5.6181 4.2821 0.0 -0.1 0.1
H 1.4334 4.3910 2.3671 0.2 -0.2 -0.1
H 0.2776 2.4311 1.3688 0.3 0.0 0.0
H -2.1696 -1.8490 -2.8630 -0.2 -0.1 0.4
H -4.6793 -1.6938 -2.9529 0.3 0.3 0.2
H -6.7592 -1.5112 0.1826 -0.1 0.2 -0.1
H -7.2049 0.1948 0.4763 -0.1 -0.1 0.1
H -8.1020 -0.7623 -0.7209 0.2 0.0 0.1
H -6.0504 1.1384 -2.9704 -0.2 0.0 0.1
H -7.7230 0.7071 -2.4709 0.3 0.2 0.0
H -6.7542 1.8466 -1.4860 0.0 0.0 -0.2
H -4.6330 0.8744 0.5234 0.2 -0.2 -0.4
H -2.1443 0.6954 0.6076 -0.3 -0.4 -0.1

***

Entry 2:
13
Properties=species:S:1:pos:R:3:forces:R:3 method="wB97M-V/def2-TZVPD" total_energy_ev=-76795.7696 charge=+1 relative_energy_kcal_mol=38.23 smiles="C=C(Br)[C@H]([NH3+])O" homo_ev=-14.09
C 0.9695 -0.2301 -1.9559 0.2 -0.3 1.5
C 0.9188 -0.0410 -0.6411 -1.1 -0.3 -0.2
Br 2.4328 0.7533 0.3083 -0.8 -0.5 -0.4
C -0.2994 -0.4285 0.2878 -1.3 -0.8 -3.6
N -0.4704 0.7328 1.1299 2.3 2.2 3.0
O 0.1108 -1.5174 1.0017 -2.4 -1.7 2.5
H 1.8885 0.0238 -2.4209 0.5 0.2 -0.7
H 0.2191 -0.7610 -2.5204 -0.3 0.2 0.0
H -1.3644 -0.5599 -0.2937 2.8 0.1 1.0
H -1.0209 0.6129 1.9443 -0.4 -1.5 1.7
H 0.5796 0.9815 1.4549 -2.1 -0.2 -0.5
H -0.9519 1.5910 0.9039 0.3 0.6 -2.0
H -0.6339 -2.0205 1.5876 2.3 1.9 -2.2

***

Entry 3:
13
Properties=species:S:1:pos:R:3:forces:R:3 method="wB97M-V/def2-TZVPD" total_energy_ev=-7796.7479 relative_energy_kcal_mol=66.79 smiles="CC=C=O.C=N" homo_ev=-8.69
C 0.8452 1.1478 1.7379 0.1 0.2 0.2
C 0.2696 0.1833 0.7401 0.0 0.1 -0.3
C 0.4870 0.5819 -0.4938 0.1 0.0 -0.5
O 0.7900 1.0372 -1.5270 -0.2 -0.1 0.7
H 0.1511 1.3005 2.5669 0.2 0.0 0.0
H 0.9764 2.1105 1.2330 0.1 0.0 0.3
H 1.8203 0.8004 2.0928 -0.2 0.2 0.2
H -0.2522 -0.7282 1.0108 0.2 0.3 -0.2
C -0.7556 -1.3938 -1.7835 0.0 0.3 0.2
N -1.6908 -0.7862 -1.1781 0.2 -0.4 -0.1
H -0.3152 -0.8684 -2.6285 -0.2 -0.4 -0.3
H -0.2555 -2.3126 -1.4438 -0.2 0.1 -0.1
H -1.9268 -1.2461 -0.2978 -0.3 -0.2 -0.2

***

Entry 4:
23
Properties=species:S:1:pos:R:3:forces:R:3 method="wB97M-V/def2-TZVPD" total_energy_ev=-18790.1014 relative_energy_kcal_mol=11.26 smiles=CC(C)CNCCS homo_ev=-8.66
C -1.3764 1.5696 -0.0596 0.6 -1.3 0.0
C 0.1508 1.4306 0.0705 -0.5 1.6 -0.3
C 0.7632 2.8396 -0.1005 0.8 -0.1 0.9
C 0.7155 0.4959 -0.9877 -0.6 -0.7 0.2
N 0.3098 -0.8995 -0.8929 0.2 -0.2 0.0
C 0.6425 -1.5832 0.3430 0.2 0.5 0.3
C -0.0154 -2.9525 0.3962 0.2 -0.7 -0.6
S -0.8194 -3.3304 1.9813 0.0 0.1 0.1
H -1.6116 1.6418 -1.1256 -0.2 0.7 0.1
H -1.7350 2.3794 0.5671 -0.3 0.2 -0.3
H -1.8641 0.6411 0.2467 -0.1 0.0 0.3
H 0.4037 1.1626 1.0981 0.1 -0.5 -0.1
H 0.2712 3.5492 -0.7622 -0.2 -0.4 -0.4
H 0.7595 3.3293 0.8811 0.0 0.0 -0.1
H 1.8202 2.7354 -0.3797 -0.2 0.2 -0.1
H 0.3107 0.8217 -1.9448 0.4 0.3 -0.2
H 1.8079 0.5307 -1.0009 0.0 0.1 -0.1
H -0.6423 -1.0542 -1.1901 -0.1 0.1 0.2
H 0.3928 -1.0214 1.2596 -0.3 0.0 -0.2
H 1.7341 -1.6306 0.3774 0.1 -0.3 0.0
H 0.6733 -3.7639 0.1444 0.2 0.2 0.3
H -0.7465 -3.0390 -0.4027 -0.3 0.2 0.1
H -1.9445 -3.8521 1.4815 0.0 0.0 0.0

***

Entry 5:
8
Properties=species:S:1:pos:R:3:forces:R:3 method="wB97M-V/def2-TZVPD" total_energy_ev=-4085.9640 charge=+1 relative_energy_kcal_mol=138.91 homo_ev="-15.29 / -16.14"
C 0.2728 0.0779 0.8533 -1.2 2.1 -0.9
N 0.7029 -1.0073 0.4729 1.5 -5.0 -1.6
N -0.7509 0.9160 -1.2443 -0.5 -1.7 1.6
H 0.0475 0.4971 1.8447 0.3 -0.4 -0.4
H 0.9392 -1.8618 1.1112 -0.4 2.0 -0.7
H 0.8346 -1.3745 -0.5766 -0.6 1.8 2.4
H -0.3218 1.7492 -1.6587 -0.7 0.4 0.6
H -1.7242 1.0034 -0.8026 1.8 0.8 -1.1

***

Entry 6:
22
Properties=species:S:1:pos:R:3:forces:R:3 method="wB97M-V/def2-TZVPD" total_energy_ev=-24183.9098 relative_energy_kcal_mol=0.00 smiles="COC(=O)[C@]1(I)N=C1c1ccccc1" homo_ev=-9.16
C -3.4424 1.5044 -0.3021 -0.4 0.1 -0.2
O -2.4191 0.7483 0.3354 0.2 0.0 0.2
C -2.5528 -0.5829 0.3368 -0.4 0.0 -0.2
O -3.4345 -1.1972 -0.1990 -0.1 0.2 0.0
C -1.4228 -1.2136 1.0598 0.8 -0.5 -0.2
I -1.5679 -3.3455 1.0854 0.1 0.2 0.1
N -0.7833 -0.5166 2.1982 0.7 0.3 -0.1
C -0.1138 -0.5735 1.1280 -1.9 -0.7 0.6
C 1.0776 -0.2969 0.4157 1.1 0.4 -0.3
C 1.2074 -0.7068 -0.9151 -0.1 0.1 0.3
C 2.3770 -0.4410 -1.5988 0.1 0.0 -0.1
C 3.4150 0.2283 -0.9669 -0.1 0.0 0.0
C 3.2887 0.6368 0.3536 0.1 0.1 0.0
C 2.1260 0.3789 1.0504 -0.2 -0.2 -0.2
H -2.9598 2.2031 -0.9845 0.0 0.0 0.1
H -3.9967 2.0514 0.4611 0.0 0.0 0.0
H -4.1135 0.8382 -0.8468 0.1 0.2 0.0
H 0.3939 -1.2311 -1.3954 -0.1 -0.1 0.0
H 2.4836 -0.7564 -2.6256 0.0 0.0 -0.1
H 4.3282 0.4312 -1.5060 0.1 0.0 0.0
H 4.1021 1.1554 0.8379 0.1 0.0 0.0
H 2.0070 0.6856 2.0781 0.0 0.0 0.1

***

Entry 7:
19
Properties=species:S:1:pos:R:3:forces:R:3 method="wB97M-V/def2-TZVPD" total_energy_ev=-11395.0347 charge=+1 relative_energy_kcal_mol=25.11 homo_ev=-14.06
C 1.1252 -1.3963 0.8839 0.5 -0.2 0.2
N 0.9666 -2.1134 -0.2235 -0.4 -0.2 0.2
C 0.8918 -1.5801 -1.5624 0.1 0.3 -0.4
O 1.2884 -0.1800 0.9507 -0.2 0.3 -0.3
H 1.1642 -2.0061 1.7926 -0.1 0.0 0.1
H 0.7300 -3.0814 -0.0775 0.2 -0.1 -0.1
H 1.0242 -0.5009 -1.5229 -0.1 0.0 0.0
H -0.0622 -1.8147 -2.0328 0.0 0.0 0.1
H 1.6919 -1.9723 -2.1877 0.0 -0.1 0.1
O -1.6871 1.2384 -1.4431 0.2 0.1 -0.3
C -1.7504 0.7057 -0.3771 0.0 -0.2 0.3
C -1.2939 1.4379 0.8744 0.4 0.0 0.1
N 0.0579 2.0446 0.6070 -0.4 0.3 0.1
H -2.0996 -0.3318 -0.2360 -0.2 0.1 -0.1
H -1.9765 2.2499 1.1056 -0.2 0.0 0.0
H -1.2066 0.7867 1.7349 0.1 -0.1 0.0
H 0.5142 2.2470 1.4961 0.1 0.1 0.0
H 0.6706 1.3549 0.1359 0.0 0.0 0.2
H -0.0488 2.9118 0.0818 0.2 -0.1 -0.2

***

Entry 8:
20
Properties=species:S:1:pos:R:3:forces:R:3 method="wB97M-V/def2-TZVPD" total_energy_ev=-19962.7783 charge=+1 relative_energy_kcal_mol=77.85 spin_multiplicity=3 homo_ev="-10.12 / -12.70" s2=2.0138
C -1.3443 -2.7723 1.3179 -0.6 2.4 -0.2
C -1.3340 -1.6278 0.9151 1.6 -1.3 -0.9
C -0.8813 1.0086 -1.4245 0.5 -0.8 0.2
C -0.8094 -0.6228 0.0720 -1.5 1.6 -0.2
C 0.1807 1.1938 -0.6192 1.4 2.9 -0.3
C -2.7162 -0.7904 -1.4843 2.3 -1.1 -3.6
C 3.6019 1.7804 1.7586 -5.6 0.1 0.4
N -1.4853 -0.1100 -1.0099 -1.2 -2.4 2.1
N 0.1857 0.2361 0.3171 1.3 -0.3 1.0
N 2.9735 0.8441 1.2030 -0.5 1.3 1.3
I 4.1042 -0.5282 -0.1122 1.3 -2.0 -1.8
H -1.6929 -3.4920 1.9554 -0.3 -2.0 1.0
H -1.1078 1.3510 -2.3664 -0.6 1.4 -1.6
H -2.4672 -1.8729 -1.4785 0.2 0.6 -0.8
H -3.5381 -0.8770 -0.8841 -2.0 1.3 2.2
H -3.0170 -0.4378 -2.5355 0.7 -0.5 1.7
H 4.6008 1.9278 1.7112 3.2 0.6 0.0
H 0.8879 2.0644 -0.5985 -0.7 -1.4 -0.1
H 2.8721 2.4747 2.2560 1.3 0.0 0.1
H 0.9866 0.2502 1.0069 -1.0 -0.5 -0.5

***

Entry 9:
60
Properties=species:S:1:pos:R:3:forces:R:3 method="wB97M-V/def2-TZVPD" total_energy_ev=-82893.8409 charge=-2 relative_energy_kcal_mol=42.68 homo_ev=-1.34
Cd 0.2364 0.6945 1.2377 0.6 0.3 0.1
Cl -5.9614 -2.5938 1.7311 -0.2 -0.1 0.1
C -4.4814 -1.6545 1.9475 0.3 -0.3 -0.4
C -4.5262 -0.7319 3.0552 0.1 0.4 0.2
C -3.5469 0.0752 3.4811 -0.2 -0.2 0.0
C -2.1927 0.2958 2.9102 0.6 -0.1 0.3
O 0.0833 -0.4734 3.1940 -0.2 -0.2 0.4
C -2.2212 -1.2424 1.0296 0.4 -0.1 -0.2
C -1.1415 -1.8113 0.4043 -0.3 0.1 0.2
N 0.0526 -1.2084 0.3093 0.1 -0.5 -0.4
C 1.1712 -1.8047 -0.1487 -0.2 -0.2 -0.1
C 1.2242 -3.0015 -0.8699 -0.1 0.2 0.1
C 2.4337 -3.5831 -1.2409 0.3 0.0 0.0
C 3.6439 -3.0228 -0.9063 0.0 -0.2 -0.2
C 3.6620 -1.8067 -0.1968 -0.2 0.2 0.1
C 4.8600 -1.1758 0.1993 -0.1 0.1 0.1
C 4.8214 0.0086 0.8842 0.1 -0.1 -0.1
C 3.5716 0.5754 1.1677 -0.2 0.0 0.0
N 2.4391 0.0067 0.8325 0.3 -0.2 0.0
C 2.4402 -1.1708 0.1675 0.3 -0.3 -0.2
C -3.4534 -1.9575 1.1293 -0.3 0.2 0.2
H -5.4492 -0.7412 3.6225 0.0 0.0 0.0
H -3.7361 0.6477 4.3833 0.0 0.0 0.0
H -1.2877 -2.8205 0.0251 0.0 0.0 0.0
H 0.2987 -3.4680 -1.1765 0.0 0.0 0.0
H 2.4188 -4.5065 -1.8099 0.0 0.0 0.0
H 4.5773 -3.4889 -1.2004 0.0 0.0 0.0
H 5.8052 -1.6547 -0.0325 0.0 0.0 0.0
H 5.7280 0.5065 1.2026 0.0 0.0 0.0
H 3.4986 1.5259 1.6868 0.0 0.0 0.0
H -3.5551 -2.8104 0.4690 0.0 0.0 0.0
N 0.5419 2.6005 -0.0478 -0.1 0.5 -0.2
C 0.2223 3.7959 0.7344 -0.2 -0.1 0.1
C -0.8334 3.4966 1.8291 0.2 0.0 0.0
O -1.5979 4.4156 2.1747 0.1 0.0 0.0
N -0.7632 2.2606 2.2920 -0.6 0.4 0.3
C -1.8130 1.7906 3.1669 0.0 0.1 -0.3
C -1.0986 -0.6344 3.6176 -0.3 0.1 0.0
O -1.4912 -1.3873 4.5134 0.1 0.1 0.0
O -2.1414 0.0734 1.4748 -0.4 -0.2 0.2
H 1.3381 2.7093 -0.6621 0.0 -0.1 -0.1
H -0.2271 2.3497 -0.6636 0.1 0.1 -0.2
H -0.1625 4.6216 0.1295 0.0 0.0 0.0
H 1.1297 4.1416 1.2382 0.0 0.0 0.0
H -2.7018 2.4198 3.0438 0.0 0.0 0.0
H -1.5043 1.8512 4.2181 -0.1 0.0 0.0
F -1.8587 -0.2561 -4.4763 0.1 0.0 0.1
C -1.0557 -0.3466 -3.3786 -0.1 0.0 0.1
F -1.8255 -0.0847 -2.3220 0.0 -0.1 0.0
F -0.6832 -1.6425 -3.2922 0.0 0.2 0.0
C 0.1988 0.6229 -3.3967 -0.1 0.0 -0.7
O 0.7307 0.8038 -2.2320 0.0 0.0 0.1
C -0.3179 1.9902 -4.0364 0.1 0.1 0.1
F -1.4849 2.3805 -3.4807 0.1 -0.1 -0.1
F -0.5143 1.9846 -5.3816 0.0 0.0 0.2
F 0.5647 2.9765 -3.7907 -0.1 -0.1 -0.1
C 1.2229 0.0076 -4.4436 0.1 -0.1 0.1
F 1.9306 -0.9870 -3.8923 -0.1 0.1 -0.1
F 0.6605 -0.4991 -5.5748 0.1 0.1 0.1
F 2.1209 0.9376 -4.8495 -0.1 -0.1 0.0